w | Here is a cluster of 2 separate species, C4H8NO in total from the Open Molecules 2025 dataset. Energies are from ωB97M-V/def2-TZVPD.

```
14
Properties=species:S:1:pos:R:3:lowdin_charge:R:1
C 1.37 1.33 1.10 -0.403
O 0.34 1.65 0.25 -0.434
H 1.72 0.28 0.97 0.038
H 2.26 1.97 0.94 0.033
H 1.10 1.44 2.18 0.038
C -1.39 -1.33 -0.28 -0.312
C -1.58 -0.21 0.42 -0.031
C 0.40 -0.89 -1.66 -0.092
N -0.17 -1.72 -0.90 -0.051
H -2.17 -2.08 -0.41 0.060
H -0.72 0.65 0.41 0.018
H -2.53 -0.07 0.93 0.019
H 1.19 -1.24 -2.33 0.047
H 0.19 0.19 -1.63 0.069
```

Properties
- lowest unoccupied orbital energy (Eh) = 0.1609
- HOMO (eV) = -2.8
- net charge = -1



x | Here is the ion C4H8NO with charge -1 from the Open Molecules 2025 dataset. Energies are from ωB97M-V/def2-TZVPD.

```
14
Properties=species:S:1:pos:R:3:lowdin_charge:R:1
C -0.29 2.09 0.19 -0.116
C 0.85 1.37 -0.07 -0.246
N 1.08 -0.01 0.15 -0.330
O 2.12 -0.58 -0.67 -0.405
C 0.10 -1.02 0.61 -0.246
C -0.88 -1.46 -0.56 -0.112
H -0.30 3.30 0.23 0.046
H -1.28 1.77 0.29 -0.040
H 1.90 1.76 -0.22 0.105
H -0.62 -0.64 1.42 0.100
H 0.72 -1.94 1.04 0.120
H -1.26 -0.51 -0.86 0.035
H -0.42 -2.00 -1.35 0.033
H -1.70 -2.13 -0.19 0.058
```

Properties
- lowest unoccupied orbital energy (Eh) = 0.1591
- HOMO (eV) = -1.6
- net charge = -1
- SMILES string = C=CN([O-])CC



Of them, x has the lowest stability.



w | Here is an isolated molecule of C21H31N3O4 from the Open Molecules 2025 dataset. Energies are from ωB97M-V/def2-TZVPD.

```
59
Properties=species:S:1:pos:R:3:lowdin_charge:R:1
C 0.28 -1.76 -4.66 -0.044
C -0.75 -0.82 -4.11 -0.268
C -1.87 -0.45 -4.85 -0.044
C -2.81 0.41 -4.33 0.003
C -2.65 0.94 -3.05 -0.194
C -1.52 0.58 -2.30 -0.109
C -0.59 -0.30 -2.83 0.040
N -1.41 1.08 -0.97 0.015
C -0.21 1.47 -0.45 -0.432
O 0.84 1.32 -1.05 0.058
C -0.24 2.03 0.97 -0.081
C 1.16 2.50 1.41 -0.085
C 1.44 2.12 2.85 -0.513
O 1.34 2.90 3.78 0.054
N 1.81 0.84 3.00 0.066
C 2.18 0.26 4.27 -0.179
C 1.82 -1.22 4.32 -0.160
C 2.57 -2.03 3.26 -0.196
N 2.07 -1.76 1.92 -0.204
C 0.87 -2.53 1.61 -0.153
C 0.35 -2.14 0.23 -0.187
O 1.32 -2.34 -0.77 -0.138
C 2.48 -1.60 -0.48 -0.183
C 3.06 -1.99 0.88 -0.156
C -2.71 1.37 -0.41 -0.083
C -3.42 2.36 -1.33 -0.348
C -4.78 2.79 -0.79 -0.024
O -3.63 1.77 -2.60 -0.001
H -0.17 -2.45 -5.37 0.076
H 0.75 -2.32 -3.86 0.073
H 1.06 -1.20 -5.18 0.085
H -2.01 -0.85 -5.84 0.111
H -3.68 0.70 -4.89 0.118
H 0.26 -0.59 -2.25 0.101
H -0.94 2.86 1.03 0.119
H -0.59 1.24 1.64 0.128
H 1.23 3.59 1.31 0.125
H 1.90 2.05 0.75 0.110
H 1.88 0.20 2.21 0.111
H 3.26 0.38 4.43 0.125
H 1.66 0.83 5.05 0.121
H 0.74 -1.34 4.20 0.105
H 2.08 -1.61 5.31 0.113
H 3.62 -1.75 3.29 0.121
H 2.50 -3.10 3.50 0.122
H 0.11 -2.33 2.36 0.121
H 1.10 -3.62 1.61 0.132
H -0.51 -2.75 -0.04 0.133
H 0.05 -1.08 0.25 0.109
H 3.19 -1.82 -1.28 0.130
H 2.25 -0.53 -0.49 0.108
H 3.94 -1.38 1.09 0.127
H 3.37 -3.05 0.85 0.132
H -2.64 1.77 0.60 0.120
H -3.29 0.44 -0.37 0.152
H -2.78 3.25 -1.46 0.162
H -5.40 1.91 -0.62 0.087
H -5.28 3.43 -1.51 0.085
H -4.66 3.33 0.15 0.083
```

Properties
- lowest unoccupied orbital energy (Eh) = 0.0235
- HOMO (eV) = -8.2
- SMILES string = Cc1ccc2c(c1)N(C(=O)CCC(=O)NCCCN1CCOCC1)C[C@H](C)O2



x | Here is an isolated molecule of C21H31N3O4 from the Open Molecules 2025 dataset. Energies are from ωB97M-V/def2-TZVPD.

```
59
Properties=species:S:1:pos:R:3:lowdin_charge:R:1
C 5.19 0.99 -0.92 0.005
C 4.21 0.55 -2.00 -0.542
O 4.33 0.81 -3.17 0.061
N 3.20 -0.21 -1.51 0.081
C 2.09 -0.62 -2.34 -0.069
C 0.77 -0.53 -1.59 -0.394
O -0.08 0.26 -1.96 0.075
N 0.57 -1.34 -0.52 0.038
C 1.45 -2.43 -0.18 -0.064
C 2.45 -2.10 0.89 -0.263
C 2.69 -0.97 1.62 -0.043
C 3.81 -1.27 2.44 -0.047
C 4.17 -2.54 2.14 -0.113
O 3.36 -3.06 1.20 0.056
C -0.69 -1.12 0.24 -0.294
C -0.72 0.41 0.49 -0.437
O 0.18 0.90 1.15 0.071
N -1.78 1.10 0.06 0.113
C -1.83 2.55 0.15 -0.277
C -3.26 3.01 0.50 -0.129
C -3.69 3.96 -0.62 -0.195
C -2.86 3.50 -1.82 -0.192
C -1.50 3.21 -1.20 -0.129
C -0.65 -1.76 1.63 -0.116
C -2.00 -1.58 2.33 -0.170
C -3.09 -2.30 1.55 -0.195
C -3.20 -1.69 0.15 -0.186
C -1.85 -1.72 -0.57 -0.106
H 6.02 1.51 -1.39 0.081
H 5.55 0.14 -0.36 0.078
H 4.69 1.67 -0.24 0.084
H 3.11 -0.33 -0.51 0.095
H 2.04 0.06 -3.19 0.132
H 2.25 -1.64 -2.73 0.126
H 0.86 -3.30 0.13 0.133
H 2.01 -2.75 -1.07 0.131
H 2.12 -0.07 1.60 0.100
H 4.27 -0.61 3.15 0.103
H 4.95 -3.18 2.51 0.119
H -2.31 0.71 -0.70 0.130
H -1.10 2.83 0.92 0.143
H -3.92 2.14 0.54 0.105
H -3.30 3.49 1.48 0.108
H -3.42 4.99 -0.36 0.109
H -4.76 3.92 -0.80 0.104
H -3.29 2.60 -2.25 0.110
H -2.81 4.26 -2.60 0.107
H -0.96 4.13 -1.04 0.118
H -0.89 2.54 -1.81 0.100
H 0.14 -1.30 2.22 0.113
H -0.46 -2.83 1.56 0.119
H -2.23 -0.52 2.42 0.118
H -1.93 -2.00 3.34 0.116
H -4.05 -2.20 2.06 0.110
H -2.85 -3.36 1.48 0.115
H -3.93 -2.25 -0.44 0.114
H -3.56 -0.67 0.25 0.096
H -1.92 -1.22 -1.54 0.115
H -1.59 -2.77 -0.77 0.131
```

Properties
- lowest unoccupied orbital energy (Eh) = 0.0228
- HOMO (eV) = -8.9
- SMILES string = CC(=O)NCC(=O)N(Cc1ccco1)C1(C(=O)NC2CCCC2)CCCCC1



Of them, w has the lowest stability.



w | Here is an isolated molecule of C4H10N2S2 from the Open Molecules 2025 dataset. Energies are from ωB97M-V/def2-TZVPD.

```
18
Properties=species:S:1:pos:R:3:lowdin_charge:R:1
H 1.64 -1.36 -2.21 0.031
N 2.22 -0.66 -1.70 0.097
C 1.60 -0.16 -0.71 -0.561
N 2.27 0.66 0.17 0.093
C 0.15 -0.50 -0.31 -0.613
S -0.86 -0.60 -1.84 0.776
C -0.49 0.36 0.80 -0.760
C -1.80 -0.26 1.31 -0.150
S -0.69 2.12 0.38 0.750
H 1.78 1.52 0.42 0.042
H 3.23 0.82 -0.16 0.103
H 0.22 -1.52 0.07 0.114
H -1.79 -1.46 -1.37 -0.115
H 0.22 0.35 1.65 0.106
H -1.66 -1.31 1.56 0.081
H -2.12 0.29 2.19 0.073
H -2.59 -0.20 0.55 0.064
H -1.34 1.88 -0.80 -0.132
```

Properties
- lowest unoccupied orbital energy (Eh) = 0.0195
- HOMO (eV) = -9.3
- SMILES string = [H]/N=C(/N)[C@H](S)[C@H](C)S



x | Here is a cluster of 2 separate species, C4H10N2S2 in total from the Open Molecules 2025 dataset. Energies are from ωB97M-V/def2-TZVPD.

```
18
Properties=species:S:1:pos:R:3:lowdin_charge:R:1
C 2.02 -0.04 -0.25 -1.171
C -0.16 1.43 -1.47 -0.187
C -0.92 -1.70 0.27 -0.091
C -1.23 0.67 1.04 -0.023
N -0.20 0.01 -1.17 -0.043
N -0.88 -0.29 -0.08 -0.269
S 2.30 1.24 0.58 0.638
S 2.38 -1.68 0.07 0.685
H 0.08 1.59 -2.61 0.119
H -0.98 2.03 -1.10 0.061
H 0.73 1.89 -0.96 -0.019
H 0.06 -2.17 0.55 0.019
H -1.62 -2.04 0.98 0.074
H -1.09 -2.23 -0.59 0.055
H -1.38 0.05 2.00 0.118
H -0.52 1.40 1.25 0.015
H -2.12 1.18 0.60 0.090
H 3.52 -1.34 0.88 -0.072
```

Properties
- lowest unoccupied orbital energy (alpha / beta) (Eh) = 0.0085 / -0.0045
- HOMO (alpha / beta) (eV) = -7.1 / -6.9



Of them, x has the lowest stability.



w | Here is a structure of composition C4H6N2 from the Open Molecules 2025 dataset. Energies are from ωB97M-V/def2-TZVPD.

```
12
Properties=species:S:1:pos:R:3:lowdin_spin:R:1
C 2.47 -1.44 -1.04 0.092
C 1.44 -0.49 -0.74 0.583
C 0.24 -0.73 0.14 0.109
C -0.43 0.51 0.59 0.027
N 3.36 -2.08 -1.41 0.264
N -0.28 -1.42 -1.02 0.849
H 1.47 0.42 -1.25 0.030
H 0.26 -1.35 1.15 0.008
H 0.17 0.77 1.49 0.002
H -1.35 0.16 0.91 0.002
H -0.54 1.51 -0.07 0.001
H -0.63 -0.82 -1.73 0.034
```

Properties
- lowest unoccupied orbital energy (alpha / beta) (Eh) = 0.0298 / -0.0936
- HOMO (alpha / beta) (eV) = -7.7 / -10.4
- spin multiplicity = 3



x | Here is an isolated molecule of C4H6N2 from the Open Molecules 2025 dataset. Energies are from ωB97M-V/def2-TZVPD.

```
12
Properties=species:S:1:pos:R:3:lowdin_spin:R:1
C 0.11 0.88 2.22 0.512
C -0.37 0.68 1.05 0.566
C 0.35 -0.21 0.06 0.059
C -0.33 -0.21 -1.27 0.007
N 0.30 1.05 3.44 0.573
N 1.49 -0.69 0.27 0.159
H -1.46 0.94 0.81 0.074
H -1.31 -0.52 -0.96 0.004
H -0.01 -1.01 -1.91 0.001
H -0.51 0.71 -1.78 0.000
H 0.86 1.79 3.84 0.042
H 1.89 -1.20 -0.55 0.003
```

Properties
- lowest unoccupied orbital energy (alpha / beta) (Eh) = 0.0358 / -0.0899
- HOMO (alpha / beta) (eV) = -5.1 / -10.0
- spin multiplicity = 3



Of them, x has the lowest stability.